[1]
This record from the OMol25 dataset describes a molecular structure, C47H47N2OP2SiTc. The level of theory is ωB97M-V/def2-TZVPD.

**Lowest unoccupied orbital energy (alpha / beta)**: -8.61 / -10.55 eV
**Net charge**: +3
**Multiplicity**: 4

```
101
Properties=species:S:1:pos:R:3:mulliken_charge:R:1
H 6.00 -1.27 3.48 0.45
H -6.77 3.35 -1.68 0.47
H -2.93 0.44 0.93 0.49
H -2.38 -0.24 -3.08 0.73
C -0.06 -1.51 2.67 -0.98
H -0.09 2.33 -2.61 0.57
C 0.21 -4.70 -1.18 -0.76
C -4.27 1.15 -2.23 -0.64
H -6.67 -1.61 0.63 0.50
C 0.36 -4.95 -2.54 -0.68
C -1.33 2.75 1.46 -0.95
H 1.82 -1.05 4.46 0.59
H -3.30 -3.01 -1.61 0.51
C -2.20 -1.20 3.65 -0.86
C -0.04 2.28 1.21 0.68
C 0.00 -3.99 -3.48 -0.73
H -0.79 -2.03 -3.82 0.43
H 5.04 -3.02 -2.41 0.43
C 3.94 -1.13 4.11 -0.89
C 1.87 2.85 -0.88 0.86
H 0.76 -5.90 -2.87 0.45
C -3.15 1.97 -1.87 2.49
Tc 1.00 -0.60 -0.23 -0.72
C 4.66 -1.13 1.82 -0.45
C -3.53 -0.36 0.51 -0.42
H -6.37 1.01 -2.45 0.50
H 2.27 1.74 -2.69 0.20
H 0.11 -4.20 -4.54 0.49
P -1.29 -0.97 -0.99 3.20
C 2.52 2.61 -2.09 -0.33
H -4.14 0.13 -2.56 0.19
C 2.49 -0.95 -2.64 -0.34
H -5.29 0.20 1.60 0.56
H -3.07 -0.58 3.84 0.55
H -2.70 3.47 2.94 0.52
C -0.69 2.29 -1.70 -1.76
H 0.48 -5.45 -0.46 0.51
C -1.16 -0.70 2.88 0.46
C 0.87 2.14 2.27 -0.72
H 6.12 -0.04 -1.22 0.45
C -1.59 0.15 -2.45 -2.59
C 2.33 -1.04 2.39 0.67
C 3.49 3.49 -2.55 -0.94
C -5.63 -1.51 0.34 -0.88
H 3.42 5.73 -0.02 0.47
P 0.54 1.73 -0.39 2.57
C 4.57 -2.83 -1.44 -1.08
H 1.19 2.39 4.38 0.56
Si 3.91 -1.12 -1.38 -0.11
H -0.48 -3.30 0.30 0.53
C -1.01 -3.27 3.96 -0.88
C -0.32 -3.48 -0.76 -0.41
H -1.17 0.30 2.48 0.13
C -5.77 2.96 -1.72 -0.58
C -5.07 -2.41 -0.56 -0.73
H 2.71 -0.21 -3.41 0.58
H 4.82 1.13 -0.94 0.35
C 4.96 -1.19 3.17 -1.10
C 3.32 -1.03 1.40 -0.29
C -0.80 2.97 3.80 -0.90
C -4.68 3.77 -1.35 -1.01
C -3.40 3.31 -1.43 -0.53
C -1.70 3.10 2.75 -0.46
H -4.85 4.79 -1.01 0.48
H 3.99 3.30 -3.50 0.51
O 1.01 -1.00 1.86 2.17
H 0.92 -3.39 3.00 0.65
H -2.94 -2.85 4.80 0.47
C -4.86 -0.49 0.88 -1.07
H 5.20 0.57 -2.58 0.45
C -3.73 -2.29 -0.93 -0.90
C 3.17 4.85 -0.60 -0.78
H 4.57 5.30 -2.16 0.45
C -5.54 1.64 -2.16 -0.72
C 0.04 -2.78 3.19 -0.09
H 2.25 -1.90 -3.13 0.39
C 3.81 4.61 -1.80 -0.73
H 3.78 -3.57 -1.30 0.28
C 0.49 2.49 3.56 -0.94
H -1.09 3.25 4.80 0.45
C -2.96 -1.25 -0.39 0.98
H 4.19 -1.15 5.17 0.49
H 5.34 -3.01 -0.68 0.38
N -1.88 1.49 -1.97 0.45
H -0.67 0.17 -3.03 0.57
N 2.90 -0.89 0.09 0.71
C -0.69 -2.52 -1.71 0.17
H -0.94 3.32 -1.45 0.48
H 1.70 4.19 0.81 0.39
H 5.45 -1.14 1.08 0.41
C 5.12 0.26 -1.54 -1.11
C -2.13 -2.48 4.19 -0.99
H -0.95 -4.26 4.38 0.49
C -0.52 -2.77 -3.07 -0.97
H -2.05 2.83 0.66 0.24
H 1.52 -0.60 -2.20 -0.59
H 1.88 1.79 2.08 0.83
H -5.67 -3.21 -0.97 0.51
C 2.61 -1.06 3.73 -0.62
H -2.60 3.99 -1.17 0.49
C 2.20 3.98 -0.13 -0.82
```



[2]
This record from the OMol25 dataset describes a molecular structure, C47H48CaF4N4O4SSeSi. The level of theory is ωB97M-V/def2-TZVPD.

**Lowest unoccupied orbital energy**: 3.92 eV
**Relative energy (zero: lowest compared OMol25 entry of this formula, charge and spin)**: 11.70 kcal per mole
**Net charge**: -2

```
111
Properties=species:S:1:pos:R:3:mulliken_charge:R:1
H 3.14 2.44 3.28 0.62
C -2.95 -3.27 4.59 -0.55
F 1.79 0.65 -4.75 -0.30
C -1.69 -2.99 4.07 -0.87
O 0.38 0.91 -2.00 0.30
C 4.39 -0.82 2.25 0.63
H 4.59 -6.56 -2.02 0.37
C -2.69 -2.45 1.94 0.13
N -3.40 -2.22 -0.18 -1.05
H 0.42 -1.29 3.82 0.55
H -8.08 -1.85 -4.04 0.37
C 4.52 -5.48 -2.16 -0.46
C 3.38 -4.82 -1.77 -0.72
H 0.35 1.96 -0.05 0.01
C 2.11 2.21 3.54 -0.70
N -2.44 -1.99 0.61 1.06
C -4.65 -1.89 -2.17 0.92
C 3.83 -0.62 3.66 -1.56
C 1.41 1.30 2.70 0.53
C 1.53 2.81 4.64 -0.99
F 1.49 2.80 -4.66 -0.32
C 5.60 -4.79 -2.73 -0.40
C -7.13 -1.87 -3.52 -0.51
H 3.41 4.96 0.40 0.39
C 0.20 2.58 4.99 -0.77
C 4.29 0.39 1.33 0.69
C 0.73 -1.91 2.97 0.25
C 2.46 -1.41 -1.90 1.24
C -2.50 4.07 -1.98 -0.72
C -0.54 1.72 4.17 -0.84
H 4.37 3.36 -1.12 0.50
C 5.47 0.74 0.67 -0.69
H -5.55 3.38 -2.95 0.36
H 2.37 4.48 1.75 0.30
C 5.54 -3.43 -2.92 -0.74
C -5.84 -2.26 -1.51 -0.27
H -5.07 -3.31 4.20 0.36
C -2.18 -1.53 -2.23 0.48
H -6.01 -1.21 -5.22 0.35
H -7.95 -2.54 -1.64 0.38
H -0.25 3.05 5.85 0.35
C 3.83 -2.08 1.59 -1.10
C 3.10 1.11 1.09 -0.96
H 1.23 -2.81 3.33 0.53
H 1.77 -0.58 -1.76 -0.55
H -5.81 1.89 -2.01 0.26
C 4.36 2.53 -0.42 -0.45
O -0.81 1.69 -3.76 -0.72
Se -3.26 1.47 0.21 -0.44
H 6.37 -2.89 -3.36 0.38
H -1.43 -0.91 -4.15 0.39
H 4.28 0.25 4.14 0.34
H -5.79 -2.53 -0.47 0.31
C 0.60 2.97 0.25 -1.80
O -1.01 -1.53 -1.72 -1.03
C 3.16 2.25 0.24 0.39
H 2.13 3.46 -1.12 0.33
C 5.51 1.80 -0.22 -1.26
H 2.54 -5.33 -1.32 0.45
H 2.84 -1.90 1.17 -0.06
C -3.53 -1.17 -4.23 -1.14
H 3.76 -2.91 2.30 0.47
Si -3.87 3.15 -1.11 0.57
C 2.06 3.28 -0.04 1.19
H -3.04 -3.59 5.62 0.38
C -4.73 -1.53 -3.53 1.21
H -0.81 -3.09 4.70 0.42
H -2.94 4.83 -2.64 0.42
H 2.12 3.50 5.24 0.38
H -3.61 -0.87 -5.27 0.30
O -0.39 -2.24 2.15 -0.17
H -4.81 -2.56 1.85 0.36
H 4.48 -2.39 0.76 0.23
H 1.69 5.38 0.39 0.44
H -1.59 1.52 4.34 0.52
H 6.49 -5.34 -3.02 0.36
H -5.27 5.19 -0.71 0.32
H 6.36 0.16 0.86 0.28
F 2.61 1.80 -3.10 -0.12
S 4.00 -1.07 -2.62 -0.25
H 6.42 2.04 -0.76 0.34
N 1.87 0.66 1.62 1.53
H 2.75 -0.46 3.65 0.11
C 1.53 1.68 -3.90 0.47
H -1.84 4.58 -1.27 0.22
C -2.33 -1.20 -3.63 -0.76
C 4.38 -2.75 -2.54 1.06
C -4.81 4.42 -0.08 -1.16
C -4.08 -3.12 3.80 -0.81
F -0.72 0.36 2.28 0.33
H 0.35 3.10 1.30 0.12
H -0.04 3.64 -0.32 0.38
C -3.36 -1.85 -1.50 0.05
C -3.95 -2.71 2.48 -0.18
C -5.05 2.54 -2.44 -0.97
N 2.22 -2.64 -1.61 -0.13
C -1.56 -2.57 2.75 0.39
H 5.46 -0.99 2.38 0.56
H 1.39 -1.32 2.34 -1.38
C 0.07 1.14 3.10 -0.31
H -4.50 1.97 -3.19 0.15
C 0.21 1.42 -3.13 0.00
Ca -0.93 -0.22 -0.07 1.00
H 4.05 -1.51 4.27 0.49
C 2.41 4.61 0.66 -1.65
H -1.90 3.39 -2.59 -0.04
H -5.60 3.92 0.50 0.27
C -5.98 -1.52 -4.18 -0.98
C -7.05 -2.25 -2.18 -0.72
H -4.14 4.90 0.64 0.23
C 3.30 -3.43 -1.96 -0.45
```



[3]
This record from the OMol25 dataset describes a molecular structure, C47H48N9O4STc. The level of theory is ωB97M-V/def2-TZVPD.

**Lowest unoccupied orbital energy (alpha / beta)**: -8.25 / -9.33 eV
**Relative energy (zero: lowest compared OMol25 entry of this formula, charge and spin)**: 22.28 kcal per mole
**Net charge**: +3
**Multiplicity**: 4

```
110
Properties=species:S:1:pos:R:3:mulliken_charge:R:1
C -2.11 -1.46 4.69 -1.15
H 2.30 5.58 0.25 0.44
O -2.71 1.94 2.20 -0.58
O 0.43 1.80 -0.40 1.15
C -3.08 2.41 -1.62 0.12
C 0.95 0.59 4.17 -1.70
C -3.17 -5.65 2.37 -0.28
O -0.92 2.99 1.03 0.14
H 2.32 6.33 -3.82 0.44
N -2.00 -5.67 1.76 -0.55
H -4.13 4.16 1.08 0.60
H 6.55 -0.67 1.26 0.49
C -3.52 -2.46 0.31 -0.54
C -4.85 -2.16 0.52 -1.16
C 0.90 0.77 -2.99 -0.66
H 6.70 -4.00 0.36 0.38
C -5.17 -0.82 0.69 -1.15
H 0.16 -3.96 -1.20 0.77
C -3.49 -4.66 3.28 -0.73
C 0.42 4.00 -1.17 0.28
O 2.32 0.00 -0.08 -0.09
H 2.49 3.61 2.49 0.61
C -2.79 -2.59 4.43 -0.79
H 1.23 -2.03 -2.86 0.21
N -1.76 0.58 0.30 1.93
H -5.64 4.11 -4.20 0.40
H -6.20 -0.51 0.84 0.51
H 0.69 5.95 -2.00 0.66
C 4.70 1.20 0.83 -0.11
H -0.16 5.66 1.67 0.43
H 1.87 -3.82 -0.11 0.43
C 1.09 0.48 2.80 0.20
H 2.05 5.84 1.98 0.42
H -4.44 -4.66 3.79 0.48
H 1.59 3.05 1.09 -1.37
H -0.16 -4.77 1.56 0.72
H -1.33 -1.54 2.03 0.49
C -5.98 4.25 -3.18 -1.66
H -6.27 5.29 -3.03 0.43
C -4.96 4.32 -0.89 -0.92
C 1.83 5.17 1.15 -1.47
C 1.95 5.45 -4.33 -1.76
N 0.27 -0.25 2.05 1.47
N 0.38 5.21 0.95 0.12
H -5.61 -2.92 0.54 0.54
C 1.79 -2.75 0.06 -0.53
C -0.71 -0.92 2.66 0.25
C 6.55 -3.39 1.24 -1.69
C 5.58 -1.09 1.03 -0.95
C 0.83 4.89 -2.15 -0.54
C 2.36 3.76 1.42 1.71
H 2.94 1.59 0.06 -0.62
H 3.99 -4.05 0.79 0.65
H -2.34 1.66 -1.87 0.21
H -1.18 -3.06 -2.87 0.78
H -1.13 -3.20 -0.25 -1.02
C -3.17 2.85 -0.31 -0.37
S -2.11 2.09 0.91 0.13
H -4.43 1.17 0.77 0.47
C -4.08 3.83 0.06 -0.37
C 5.41 -2.47 1.02 0.11
C 1.02 2.15 -2.66 0.33
C 1.43 4.45 -3.35 0.13
C 0.27 -1.48 -2.88 -1.36
C -0.11 -0.04 4.80 -0.97
N 0.45 -0.18 -2.24 0.41
H -0.26 0.06 5.86 0.59
H 1.14 0.54 -4.03 0.54
C -0.28 4.53 0.04 -1.09
C -4.93 3.83 -2.20 0.90
H 0.00 -1.33 -3.92 0.75
H -1.63 -1.64 -1.92 0.07
N -1.37 -3.71 2.84 -0.31
H -1.31 4.83 -0.13 0.92
C -2.85 -0.26 0.41 0.20
C -4.17 0.14 0.64 -0.98
H 1.83 2.75 -4.55 0.59
H 3.66 3.94 -0.30 0.39
H 1.90 0.99 2.29 0.28
C 3.24 -0.76 0.38 0.75
H -5.69 5.06 -0.61 0.49
H 1.16 5.76 -5.00 0.32
H -2.45 -0.88 5.53 0.44
H -3.20 -3.49 0.18 0.49
C -1.13 -4.72 2.03 -0.40
C -0.96 -0.85 4.03 -0.10
N -2.55 -1.56 0.26 0.28
C 3.04 -2.16 0.48 0.50
H 1.65 1.19 4.74 0.55
C 4.52 -0.21 0.74 -0.44
H 6.35 -4.07 2.07 0.38
H 7.47 -2.85 1.45 0.40
H -6.86 3.63 -3.03 0.30
Tc 0.28 -0.11 -0.11 -0.73
N 3.77 2.04 0.47 0.49
H 5.62 1.59 1.24 0.57
C -0.81 -2.30 -2.18 -0.84
C -2.53 -3.65 3.48 1.36
C -3.96 2.90 -2.56 -1.09
N 0.66 -2.18 -0.21 1.25
H -3.85 -6.45 2.13 0.45
C 1.46 3.09 -3.60 -0.91
H 4.54 3.83 1.23 0.49
H -3.92 2.53 -3.57 0.46
C 0.61 2.61 -1.37 0.59
C 4.13 -2.98 0.77 -0.70
C 3.67 3.46 0.68 -1.17
H 2.75 5.02 -4.93 0.44
H -3.65 -2.79 5.07 0.43
C -0.29 -3.01 -0.92 0.16
```



Total energy for every record listed, in sequence, given in Ha: -3056.06217, -6506.26616, -3091.70475.
Largest force on an atom for every record listed, in sequence, given in Eh/bohr: 0.02469, 0.03216, 0.04565.